The following is a DFT calculation (the ωB97M-V functional and the def2-TZVPD basis) of a structure of composition C12H20CdN3O at a distorted geometry.

The relative energy (zero: lowest compared OMol25 entry of this formula, charge and spin) comes out at 140.0 kJ/mol. As for the lowest unoccupied orbital energy (alpha / beta): 0.1072 / 0.1034 Ha. The calculated total energy comes out at -23844.6457 eV. The calculation puts the HOMO energy (alpha / beta) at 0.65 / 0.50 eV. The net charge is -1. The orbital gap (alpha / beta) is 2.27 / 2.31 eV.

Each line ends with the Löwdin charge.
Geometry (Å):
C: -1.07912 -1.11423 -1.80488  -0.38
Cd: -0.21937 0.15780 -0.24659  0.94
N: 1.48118 0.96643 -1.55350  -0.10
H: -1.67510 -0.16914 0.93008  -0.05
H: -1.91508 0.51605 0.60072  -0.05
H: -2.09307 -1.47796 -1.59117  -0.07
H: -0.49671 -1.99985 -2.06217  -0.09
H: -1.15649 -0.55180 -2.74261  -0.09
H: 2.34050 0.54990 -1.15998  0.01
H: 1.46939 1.97885 -1.43280  -0.02
H: 1.37627 0.72782 -2.53372  0.00
C: 1.35900 0.49237 6.00573  -0.06
N: 1.92863 0.57258 4.68708  -0.08
N: 1.15389 0.46897 3.57160  0.04
C: 1.97478 0.53826 2.46771  -0.47
O: 1.55872 0.47511 1.26683  -0.23
C: 3.29052 0.71115 2.97933  0.01
C: 3.22323 0.71454 4.33864  -0.31
C: 4.32338 0.86853 5.30046  -0.06
C: -0.27614 0.29696 3.62786  -0.25
C: -1.03789 1.34145 4.17426  -0.11
C: -2.40140 1.14757 4.36271  -0.15
C: -2.98622 -0.06649 4.01231  -0.16
C: -2.22117 -1.11472 3.50227  -0.15
C: -0.85884 -0.94367 3.27888  -0.11
H: 0.87442 -0.48444 6.16853  0.10
H: 0.64339 1.30743 6.19867  0.06
H: 2.18352 0.59886 6.72041  0.07
H: 4.17977 0.81392 2.41761  0.09
H: 4.20048 1.73830 5.94886  0.08
H: 4.41718 0.00031 5.95535  0.07
H: 5.27223 0.98166 4.75959  0.08
H: -0.52230 2.24585 4.53884  0.10
H: -2.98017 1.96325 4.79664  0.08
H: -4.05591 -0.19227 4.16028  0.08
H: -2.67346 -2.08139 3.27219  0.10
H: -0.21807 -1.76129 2.89928  0.10



The following is a DFT calculation (the ωB97M-V functional and the def2-TZVPD basis) of a structure of composition CH4N6O at a distorted geometry.

The relative energy (zero: lowest compared OMol25 entry of this formula, charge and spin) comes out at 660.5 kJ/mol. As for the lowest unoccupied orbital energy: -0.0016 Ha. The calculated total energy comes out at -12080.0970 eV. The calculation puts the HOMO energy at -8.63 eV. The net charge is 0. The orbital gap is 8.59 eV.

Each line ends with the Löwdin charge.
Geometry (Å):
C: 0.08468 -0.87453 0.07717  -0.49
H: -1.29313 0.75822 -0.84377  0.21
H: -0.85697 2.31538 0.61153  0.17
H: 2.66373 1.00402 0.29315  0.23
H: -2.75601 -1.14139 0.47078  0.23
N: -0.31239 1.62069 -0.35114  -0.03
N: 0.37095 0.40212 0.42826  -0.08
N: 1.75604 0.38946 -0.09011  -0.08
N: 2.23069 -0.80498 -0.30476  0.01
N: 1.24080 -1.68304 -0.01028  0.07
N: -1.06884 -1.49871 -0.14265  0.00
O: -2.05954 -0.48724 -0.13820  -0.24



The following is a DFT calculation (the ωB97M-V functional and the def2-TZVPD basis) of a structure of composition C32H29BrClIrN4O2S2 at a distorted geometry.

The relative energy (zero: lowest compared OMol25 entry of this formula, charge and spin) comes out at 136.6 kJ/mol. As for the lowest unoccupied orbital energy: -0.2970 Ha. The calculated total energy comes out at -150770.2171 eV. The calculation puts the HOMO energy at -12.52 eV. The net charge is +2. The orbital gap is 4.44 eV.

Each line ends with the Löwdin charge.
Geometry (Å):
Ir: -0.61643 0.37136 0.33662  0.59
S: 0.93040 1.13283 1.81225  0.75
C: 0.72010 2.81985 1.64247  -0.59
N: 0.82492 3.66427 2.61693  -0.03
C: 0.72127 5.11598 2.34634  -0.06
C: 1.26027 5.40664 0.97324  -0.07
N: 0.54841 4.57122 -0.01063  -0.07
C: 0.01695 5.16049 -1.26036  -0.08
C: 0.74363 4.68302 -2.49627  -0.27
C: 0.02224 4.49959 -3.66905  -0.05
C: 0.68352 4.18587 -4.84787  -0.05
C: 2.06404 4.04109 -4.85323  -0.05
C: 2.78399 4.20039 -3.67715  -0.05
C: 2.12543 4.52704 -2.50124  -0.04
C: 0.37956 3.31156 0.27239  -0.58
S: -0.21440 2.20621 -0.86358  0.81
C: 0.88202 3.23876 4.05548  -0.07
C: -0.49637 2.92401 4.57244  -0.23
C: -0.79232 1.62747 4.97552  -0.06
C: -2.04995 1.32237 5.47526  -0.06
C: -3.02305 2.30669 5.55350  -0.05
C: -2.72577 3.61015 5.17177  -0.05
C: -1.46366 3.92025 4.69381  -0.04
H: 1.30638 5.64861 3.09225  0.15
H: -0.32257 5.41863 2.44590  0.14
H: 2.32754 5.17782 0.92789  0.15
H: 1.12591 6.45297 0.71582  0.15
H: 0.09507 6.24169 -1.16016  0.14
H: -1.04233 4.89879 -1.32026  0.13
H: -1.05680 4.61094 -3.66591  0.12
H: 0.12046 4.05614 -5.76246  0.12
H: 2.57975 3.80920 -5.77542  0.12
H: 3.85922 4.08124 -3.67827  0.12
H: 2.70022 4.66449 -1.59041  0.11
H: 1.35145 4.05323 4.60386  0.14
H: 1.52843 2.37037 4.13850  0.11
H: -0.02960 0.85905 4.92480  0.11
H: -2.26602 0.31791 5.81408  0.12
H: -4.00985 2.06494 5.92481  0.12
H: -3.47074 4.38867 5.26729  0.12
H: -1.23262 4.95248 4.45460  0.11
C: -1.42325 -0.36274 -2.83225  -0.02
O: -0.95413 -0.90245 -1.57281  -0.24
C: -0.83249 -2.29334 -1.50101  -0.19
C: -1.22553 -3.14891 -2.50704  -0.04
C: -1.00012 -4.51237 -2.33753  -0.66
Br: -1.49015 -5.68138 -3.71683  0.84
C: -0.43985 -5.01132 -1.17854  -0.03
C: -0.09637 -4.14397 -0.14252  -0.06
C: -0.26589 -2.78700 -0.33899  -0.17
O: 0.13650 -1.83768 0.61199  -0.08
C: 0.46023 -4.70558 1.10259  -0.28
N: 1.09435 -5.83057 1.14666  0.20
C: 1.42859 -6.01542 2.48828  -0.21
C: 2.11401 -7.06856 3.09208  0.00
C: 2.28780 -7.01532 4.45711  -0.07
C: 1.79836 -5.93712 5.21742  -0.07
C: 1.12666 -4.88541 4.63481  -0.02
C: 0.95881 -4.95018 3.25305  -0.19
N: 0.35363 -4.09189 2.34184  0.14
H: -2.45464 -0.66327 -3.00487  0.12
H: -0.77885 -0.70502 -3.63907  0.12
H: -1.36774 0.71723 -2.75212  0.05
H: -1.68317 -2.79015 -3.41615  0.11
H: -0.27057 -6.07027 -1.04176  0.13
H: 0.87341 -2.18479 1.14291  0.13
H: 2.48364 -7.89213 2.49622  0.12
H: 2.80632 -7.81878 4.96235  0.11
H: 1.94986 -5.93668 6.28860  0.11
H: 0.75170 -4.06274 5.22983  0.11
H: -0.27059 -3.34340 2.58600  0.15
Cl: -2.34537 1.16236 1.49514  0.06



The following is a DFT calculation (the ωB97M-V functional and the def2-TZVPD basis) of the molecule C18H19N5O2S2 at a distorted geometry.

The relative energy (zero: lowest compared OMol25 entry of this formula, charge and spin) comes out at 253.9 kJ/mol. As for the lowest unoccupied orbital energy: 0.0129 Ha. The calculated total energy comes out at -52190.2594 eV. The calculation puts the HOMO energy at -7.49 eV. As for the SMILES: C=CCn1c(SCc2ccc(C(=O)OC)cc2)nnc1-c1sc(N)nc1C. The net charge is 0. The orbital gap is 7.84 eV.

Each line ends with the Löwdin charge.
Geometry (Å):
C: -2.61952 -2.04521 1.07630  0.02
C: -1.34291 -2.36707 1.14857  -0.16
C: -0.44112 -1.92551 2.26602  -0.19
N: 0.49692 -0.93800 1.78927  -0.01
C: 0.28035 0.40995 1.78679  -0.61
S: -1.14255 1.13289 2.46871  0.99
C: -0.90922 2.84314 1.84360  -0.39
C: -1.35680 2.92981 0.42323  -0.30
C: -0.43122 2.85360 -0.61287  -0.02
C: -0.85707 2.89667 -1.92548  0.01
C: -2.21307 3.01563 -2.22305  -0.13
C: -2.62083 3.05985 -3.64568  -0.46
O: -1.85715 3.00541 -4.57889  0.11
O: -3.95205 3.16911 -3.79990  -0.05
C: -4.41313 3.21885 -5.14031  -0.05
C: -3.14160 3.08688 -1.18685  -0.01
C: -2.71213 3.04130 0.12370  -0.04
N: 1.28050 1.04412 1.23839  0.02
N: 2.17386 0.12780 0.85247  0.08
C: 1.71988 -1.06602 1.16946  -0.30
C: 2.43997 -2.26468 0.89083  -0.39
S: 1.86659 -3.88611 1.24285  1.07
C: 3.36321 -4.50010 0.54347  -0.68
N: 3.57283 -5.83057 0.43405  0.09
N: 4.16427 -3.58889 0.11681  0.09
C: 3.67706 -2.33542 0.29089  -0.36
C: 4.48165 -1.17314 -0.15813  -0.04
H: -3.23772 -2.35705 0.25228  0.06
H: -3.09785 -1.45792 1.84289  0.05
H: -0.86343 -2.94377 0.36935  0.09
H: 0.11703 -2.77480 2.67070  0.08
H: -1.02613 -1.46489 3.06740  0.10
H: 0.14958 3.06520 1.95737  0.08
H: -1.51459 3.46370 2.50339  0.08
H: 0.61690 2.74426 -0.37893  0.10
H: -0.15171 2.83800 -2.74040  0.12
H: -3.97942 4.07614 -5.65967  0.10
H: -4.13030 2.30852 -5.67343  0.10
H: -5.49500 3.31073 -5.08743  0.09
H: -4.19158 3.17613 -1.41668  0.12
H: -3.43149 3.08815 0.92908  0.11
H: 3.02889 -6.45055 1.00876  0.09
H: 4.51032 -6.11448 0.20284  0.10
H: 5.42319 -1.52765 -0.56621  0.08
H: 3.93379 -0.60926 -0.90999  0.08
H: 4.65907 -0.49540 0.67384  0.08